{"formula": "C35H32CoN3O", "method": "ωB97M-V with the def2-TZVPD basis set", "multiplicity": 4, "charge": -1, "homo_energy_ev": [-2.04, -2.79], "elements": ["Co", "C", "C", "C", "C", "C", "C", "N", "C", "C", "C", "C", "C", "N", "C", "C", "C", "C", "C", "C", "N", "H", "H", "H", "H", "H", "H", "H", "H", "H", "H", "H", "H", "H", "H", "H", "C", "C", "C", "C", "C", "C", "C", "C", "C", "C", "C", "C", "C", "C", "C", "H", "H", "H", "H", "H", "H", "H", "H", "H", "H", "C", "C", "C", "O", "H", "H", "H", "H", "H", "H", "H"], "coordinates": [[-0.55198, 0.51893, -0.22184], [2.58755, 2.04151, 0.52891], [1.58548, 3.04749, 0.05971], [1.97537, 4.33032, -0.31036], [1.01809, 5.23227, -0.74459], [-0.30889, 4.85038, -0.77271], [-0.63484, 3.55800, -0.36599], [0.29961, 2.67789, 0.01027], [-2.04215, 3.07265, -0.34503], [-3.09810, 3.95970, -0.31306], [-4.41028, 3.41905, -0.30630], [-4.57080, 2.06649, -0.29960], [-3.44721, 1.19724, -0.29174], [-2.17908, 1.73967, -0.34876], [-3.54230, -0.22111, -0.21150], [-4.79202, -0.89532, -0.18479], [-4.82039, -2.26041, -0.15684], [-3.61693, -2.97619, -0.15084], [-2.42280, -2.27037, -0.14103], [-1.12190, -3.00669, -0.08993], [-2.37231, -0.93123, -0.16232], [3.53995, 2.52432, 0.74873], [2.74278, 1.28185, -0.23772], [2.22560, 1.52631, 1.41817], [3.02192, 4.60022, -0.26020], [1.30472, 6.22852, -1.05947], [-1.07680, 5.52454, -1.12025], [-2.93817, 5.02572, -0.26742], [-5.27195, 4.07450, -0.29869], [-5.56935, 1.65362, -0.29284], [-5.71609, -0.33753, -0.18925], [-5.77021, -2.78286, -0.13939], [-3.59744, -4.05709, -0.14200], [-1.27233, -4.07225, -0.26322], [-0.64457, -2.87326, 0.88228], [-0.42586, -2.60555, -0.82683], [0.90551, -0.27019, -1.24695], [1.08945, -0.71539, -0.04019], [1.56923, -1.47034, 0.99941], [1.34037, -0.98925, 2.36472], [2.31415, -1.09372, 3.37292], [2.12513, -0.54042, 4.62666], [0.95361, 0.14275, 4.93413], [-0.03008, 0.24548, 3.96020], [0.15433, -0.31951, 2.70843], [2.25466, -2.73057, 0.72148], [2.76092, -3.00429, -0.56335], [3.35830, -4.21466, -0.86274], [3.48793, -5.20760, 0.10284], [2.99068, -4.95955, 1.37488], [2.38397, -3.75197, 1.67789], [3.24941, -1.59127, 3.14645], [2.91037, -0.62865, 5.36943], [0.80796, 0.57772, 5.91513], [-0.96161, 0.75565, 4.17584], [-0.65278, -0.27534, 1.98031], [2.67835, -2.24191, -1.32799], [3.73464, -4.38343, -1.86587], [3.96021, -6.15326, -0.13283], [3.06209, -5.72216, 2.14289], [1.97789, -3.60249, 2.67007], [0.45468, 1.89094, -3.25939], [1.24200, 0.60269, -3.42302], [0.42441, -0.49746, -4.07565], [1.80872, 0.16271, -2.17765], [0.12323, 2.24859, -4.23744], [1.06862, 2.66487, -2.79478], [-0.42516, 1.72073, -2.63504], [2.13184, 0.80279, -4.02772], [-0.43205, -0.74644, -3.44850], [1.02833, -1.39685, -4.20507], [0.06440, -0.16953, -5.05301]], "forces_ev_per_angstrom": [[0.1426, 0.0092, -0.0560], [0.0195, -0.0183, 0.0156], [-0.0878, 0.0468, 0.0198], [-0.0022, 0.0063, -0.0150], [0.0386, 0.0226, -0.0067], [0.0417, -0.1134, 0.0514], [0.0839, 0.0361, -0.0225], [-0.1342, -0.0425, 0.0322], [0.0228, 0.0747, -0.0496], [0.0012, -0.1073, -0.0216], [0.0652, -0.0307, -0.0003], [-0.0567, 0.0011, -0.0148], [-0.0330, -0.0178, 0.0170], [-0.0454, 0.0688, 0.0895], [-0.0928, 0.0043, -0.0164], [0.0498, -0.0257, -0.0015], [-0.0283, -0.0156, 0.0043], [0.0114, -0.0190, -0.0187], [-0.0106, 0.0441, 0.0117], [0.0153, -0.0241, -0.0025], [0.1445, 0.1461, 0.1262], [-0.0006, 0.0022, 0.0090], [0.0171, 0.0069, -0.0154], [-0.0103, -0.0108, 0.0157], [-0.0049, 0.0263, -0.0112], [0.0142, -0.0024, 0.0014], [-0.0078, 0.0067, -0.0031], [0.0284, 0.0077, -0.0045], [-0.0112, -0.0036, 0.0017], [-0.0012, -0.0074, 0.0120], [-0.0172, 0.0105, -0.0112], [-0.0009, -0.0062, -0.0060], [-0.0243, -0.0060, 0.0080], [0.0013, -0.0026, 0.0103], [-0.0072, -0.0038, 0.0072], [-0.0094, -0.0103, -0.0246], [-0.5228, -0.3966, -0.3160], [0.2900, 0.0693, 0.0729], [-0.0899, 0.0884, -0.1433], [-0.0414, 0.0461, 0.1415], [0.0178, -0.0294, -0.0782], [0.0153, 0.0158, 0.0531], [-0.0267, 0.0019, -0.0072], [-0.0078, 0.0172, 0.0398], [-0.0198, -0.0229, -0.0683], [0.0481, -0.0768, -0.0386], [-0.0148, 0.0283, 0.0251], [0.0231, -0.0368, -0.0214], [0.0009, 0.0000, -0.0080], [0.0194, -0.0544, 0.0088], [-0.0312, 0.0515, 0.0075], [0.0048, -0.0081, -0.0055], [-0.0035, 0.0000, 0.0036], [0.0053, 0.0034, 0.0011], [0.0005, 0.0073, 0.0137], [0.0160, -0.0121, 0.0090], [-0.0111, 0.0148, 0.0050], [0.0032, -0.0074, 0.0061], [0.0017, 0.0002, -0.0032], [0.0030, -0.0039, -0.0072], [-0.0039, 0.0122, 0.0154], [-0.0334, 0.0000, -0.0454], [0.0640, -0.0275, 0.0295], [-0.0257, -0.0198, 0.0060], [0.2077, 0.2832, 0.2272], [0.0067, 0.0139, -0.0086], [0.0042, -0.0026, 0.0090], [0.0128, -0.0156, -0.0172], [-0.0371, -0.0023, -0.0263], [-0.0043, 0.0123, 0.0029], [0.0021, -0.0070, 0.0051], [0.0147, 0.0047, -0.0191]]}

***

{"formula": "C35H32HfN5O4S", "method": "ωB97M-V with the def2-TZVPD basis set", "relative_energy_kcal_mol": 0.00, "charge": 1, "homo_energy_ev": [-9.98, -9.98], "elements": ["Hf", "N", "C", "S", "N", "N", "C", "C", "C", "C", "C", "C", "C", "O", "H", "H", "H", "H", "H", "H", "H", "C", "O", "C", "C", "C", "C", "C", "C", "N", "N", "C", "C", "O", "C", "C", "C", "C", "C", "C", "C", "C", "H", "H", "H", "H", "H", "H", "H", "H", "H", "H", "H", "H", "H", "C", "C", "C", "C", "C", "C", "C", "O", "C", "C", "C", "H", "H", "H", "H", "H", "H", "H", "H", "H", "H", "H", "H"], "coordinates": [[-9.58555, 11.67393, 10.61821], [-6.24331, 14.63473, 11.69794], [-7.15502, 13.69011, 11.41484], [-7.70757, 13.45105, 9.76353], [-7.36752, 12.92324, 12.43976], [-8.30662, 11.92466, 12.39909], [-8.27817, 11.12300, 13.53005], [-9.21484, 10.14595, 13.89990], [-8.96013, 9.20169, 14.97477], [-9.87598, 8.20496, 15.21694], [-10.99927, 7.94016, 14.39680], [-11.17852, 8.80361, 13.30545], [-10.34279, 9.90602, 13.06982], [-10.66295, 10.73906, 12.05792], [-6.11332, 15.41997, 11.11203], [-5.84278, 14.68301, 12.63644], [-7.42042, 11.34573, 14.23560], [-8.05902, 9.26034, 15.61220], [-9.77169, 7.48241, 16.04694], [-11.71908, 7.17508, 14.66547], [-11.92400, 8.66488, 12.57737], [-6.71629, 10.07048, 10.58768], [-8.16123, 9.89015, 10.38143], [-8.53640, 8.61194, 9.97840], [-7.77809, 7.46823, 9.98403], [-8.32981, 6.27902, 9.45804], [-9.67178, 6.30266, 8.99122], [-10.42701, 7.49600, 8.97420], [-9.89286, 8.67264, 9.51070], [-10.47956, 9.90936, 9.60061], [-11.76995, 9.84614, 9.27943], [-12.33843, 10.91056, 8.67013], [-11.63817, 12.14692, 8.36071], [-10.49058, 12.39638, 8.95582], [-12.15510, 12.93690, 7.35314], [-13.31982, 12.58757, 6.61444], [-14.10141, 11.53227, 7.01687], [-15.22982, 11.12755, 6.24106], [-15.95689, 10.03816, 6.58989], [-15.58459, 9.25634, 7.70350], [-14.46115, 9.53049, 8.45136], [-13.69561, 10.67554, 8.11503], [-6.38027, 9.39635, 11.37724], [-6.64977, 11.13943, 10.78172], [-6.21690, 9.91749, 9.60183], [-6.87080, 7.40947, 10.57152], [-7.81580, 5.33061, 9.42324], [-10.16318, 5.37571, 8.70893], [-11.42296, 7.54708, 8.54466], [-11.61106, 13.85025, 7.07828], [-13.65197, 13.10802, 5.73953], [-15.49619, 11.59949, 5.29033], [-16.86834, 9.69011, 6.08820], [-16.18570, 8.39254, 7.93919], [-14.13839, 8.82238, 9.20199], [-13.08431, 18.52300, 14.71948], [-12.16005, 17.33461, 14.30788], [-12.23302, 16.09832, 15.01891], [-11.69080, 14.87964, 14.53119], [-11.77173, 13.59995, 15.35883], [-11.13043, 14.85833, 13.21406], [-10.91575, 13.59016, 12.62065], [-10.45137, 13.45899, 11.45166], [-10.77651, 16.11647, 12.61160], [-9.73982, 16.32323, 11.54538], [-11.38581, 17.30995, 13.16609], [-13.10300, 18.64909, 15.81563], [-14.12223, 18.34042, 14.39018], [-12.63509, 19.44932, 14.27931], [-12.73281, 16.10545, 15.95219], [-12.10161, 13.77744, 16.39123], [-10.71953, 13.17226, 15.34089], [-12.40116, 12.90201, 14.80050], [-11.32475, 12.65712, 13.10705], [-10.15887, 16.89340, 10.70806], [-9.41536, 15.38441, 11.13141], [-8.82296, 16.78628, 11.93425], [-10.95633, 18.22015, 12.75034]], "forces_ev_per_angstrom": [[-0.0419, -0.0915, -0.6623], [0.6557, 0.5980, 0.4518], [0.2756, -1.0184, -0.0933], [-0.4015, -0.3619, 0.7769], [-0.1462, -0.3107, 1.3701], [0.7406, -2.0783, 3.2491], [1.7968, 3.5362, -1.9578], [-0.4993, -2.1039, -0.0768], [-0.2900, 0.8122, -0.5885], [-0.5455, -1.5155, 0.6711], [0.8161, 2.1132, -0.6613], [0.6000, -0.3571, 1.0743], [-0.2377, 0.1219, 0.1524], [0.4761, -0.4780, 0.8716], [0.1479, 0.4485, -0.6647], [-0.5141, -0.1669, -0.5651], [-1.0435, -0.1409, -0.8979], [-0.5977, 0.2407, -0.5249], [0.4008, 0.7341, -0.3616], [0.2261, -0.0560, -0.2697], [-1.1326, -0.2367, -0.6147], [-0.4214, 0.4800, -1.2019], [1.5900, -0.2920, 0.4965], [-2.3518, 0.6989, -0.6966], [-0.0704, -0.7329, 0.3565], [-2.0391, 0.8203, -0.2099], [0.6909, 0.6745, 0.4276], [0.3284, -0.0981, 0.2295], [2.1795, -2.0422, 0.4633], [-2.5578, -0.0968, -1.1096], [1.5119, 0.9067, -0.9258], [-0.9775, 0.2256, 0.5429], [0.3066, -1.7039, 0.9280], [-1.4164, 0.4049, -0.9922], [-1.2467, 1.3198, -2.2968], [2.5595, 0.9822, 1.7582], [-1.0563, -2.7520, 0.7249], [0.0255, 0.2256, -0.4556], [-0.7929, -0.9910, 0.7573], [0.2163, 0.2101, 0.1245], [0.0274, 0.4528, -0.7225], [1.0013, 0.3160, -0.4265], [0.0972, 0.3704, -0.0928], [0.5051, -0.3253, 0.4760], [-0.2829, -0.3083, 0.8383], [0.3083, 0.1669, -0.5136], [0.3024, 0.1465, 0.2624], [0.2357, 0.1767, -0.2726], [0.1210, -0.2575, 0.1641], [-0.1317, -0.5193, 0.1041], [0.1849, 0.6056, -0.2179], [0.2465, 0.3852, 0.5185], [0.5715, 0.4949, -0.2389], [-0.0348, -0.1413, 0.0833], [0.0761, 0.2775, 0.1621], [1.7606, -0.1552, -0.0992], [-1.5789, -1.2433, 0.5256], [0.9071, -0.5093, -1.3840], [-1.2316, 1.4455, 0.4316], [1.4101, 0.2596, -0.8527], [0.5594, 1.1587, 0.7732], [-0.3502, -0.5452, -1.1872], [-0.5345, -0.1932, 1.0944], [-1.1415, 1.2416, 1.6093], [-0.2501, -0.5125, -0.4621], [2.2202, -1.1178, -1.0168], [0.0442, -0.1391, -0.4355], [0.6003, 0.1341, -0.1100], [-0.8031, -0.6486, 0.2782], [-0.4073, -0.1601, 0.8565], [0.0140, -0.1395, -0.5108], [-1.2783, 0.2575, 0.4260], [-0.1713, -0.1533, 0.6188], [0.7149, 0.9517, -0.2938], [0.2480, 0.1699, 0.2626], [0.0458, -0.2932, -0.1937], [-0.4701, 0.2772, 0.1041], [-0.6996, 0.1447, -0.1582]]}

***

{"formula": "C35H32I2N9O2P", "method": "ωB97M-V with the def2-TZVPD basis set", "smiles": "N#C[C@H](I)[C@@](C#N)(N=C=O)P(O)I.c1ccncc1.c1ccncc1.c1ccncc1.c1ccncc1.c1ccncc1.c1ccncc1", "charge": 0, "homo_energy_ev": -9.15, "elements": ["N", "C", "C", "I", "C", "C", "N", "N", "C", "O", "P", "O", "I", "H", "H", "C", "C", "C", "N", "C", "C", "H", "H", "H", "H", "H", "C", "C", "C", "N", "C", "C", "H", "H", "H", "H", "H", "C", "C", "C", "N", "C", "C", "H", "H", "H", "H", "H", "C", "C", "C", "N", "C", "C", "H", "H", "H", "H", "H", "C", "C", "C", "N", "C", "C", "H", "H", "H", "H", "H", "C", "C", "C", "N", "C", "C", "H", "H", "H", "H", "H"], "coordinates": [[1.79427, -2.50264, 3.11436], [2.90250, -2.27095, 2.92719], [4.21335, -1.65185, 2.82041], [5.58519, -3.30697, 2.39574], [4.66631, -0.95492, 4.12904], [6.06791, -0.52859, 3.97686], [7.18613, -0.32797, 3.83178], [3.81982, 0.18535, 4.52309], [3.27335, 0.79986, 3.61126], [2.64821, 1.30253, 2.78306], [4.60566, -2.24716, 5.57146], [5.57597, -1.58612, 6.71871], [2.35022, -2.10439, 6.59555], [4.29172, -1.02139, 1.94185], [5.29930, -1.97142, 7.55900], [1.52044, 2.26193, 9.12481], [2.13276, 1.49522, 8.14633], [2.58010, 2.13230, 7.00234], [2.45332, 3.44160, 6.78178], [1.85960, 4.16089, 7.73227], [1.37928, 3.62411, 8.91698], [1.15761, 1.80403, 10.03656], [2.26032, 0.42858, 8.26758], [3.06761, 1.57240, 6.21921], [1.76788, 5.22163, 7.52573], [0.90728, 4.25739, 9.65563], [-1.27268, -3.64614, -1.07195], [-0.49115, -3.68026, 0.07176], [0.68656, -2.94975, 0.08313], [1.11262, -2.21685, -0.94811], [0.34638, -2.19843, -2.03828], [-0.85066, -2.89013, -2.15210], [-2.20121, -4.20205, -1.11982], [-0.78798, -4.25940, 0.93584], [1.32724, -2.94132, 0.95240], [0.71782, -1.59461, -2.85949], [-1.43389, -2.83614, -3.06121], [-2.34088, 2.51685, -3.41940], [-1.62928, 1.58819, -2.67884], [-2.21227, 0.35372, -2.43958], [-3.42207, 0.00586, -2.87821], [-4.09091, 0.91476, -3.58758], [-3.60032, 2.17723, -3.88712], [-1.91986, 3.49216, -3.62873], [-0.64342, 1.81672, -2.29521], [-1.69061, -0.40254, -1.86691], [-5.07331, 0.60594, -3.92989], [-4.18684, 2.87623, -4.47036], [4.16711, 4.07327, -2.81854], [3.80260, 3.08545, -1.91918], [2.45914, 2.94294, -1.60838], [1.49510, 3.70529, -2.12339], [1.86579, 4.65078, -2.98570], [3.17963, 4.87497, -3.36636], [5.20565, 4.21644, -3.08865], [4.54231, 2.43852, -1.46802], [2.12820, 2.18047, -0.91109], [1.06083, 5.25672, -3.38721], [3.42121, 5.65716, -4.07275], [-1.86753, -8.05082, -0.96640], [-0.72249, -7.28490, -0.82334], [0.40061, -7.88062, -0.26978], [0.44242, -9.14850, 0.13673], [-0.66898, -9.86832, -0.00777], [-1.84392, -9.37207, -0.55135], [-2.76590, -7.62419, -1.39509], [-0.69861, -6.25035, -1.13263], [1.31976, -7.31922, -0.14166], [-0.60601, -10.89586, 0.33336], [-2.71595, -10.00459, -0.64578], [-7.78180, 5.59255, -7.03786], [-6.64120, 6.36340, -6.88655], [-5.51765, 5.77197, -6.33083], [-5.47138, 4.50250, -5.92942], [-6.57883, 3.77773, -6.08154], [-7.75343, 4.27007, -6.62816], [-8.67996, 6.01642, -7.46858], [-6.62145, 7.40027, -7.19245], [-4.60188, 6.33689, -6.19639], [-6.51268, 2.74860, -5.74400], [-8.62169, 3.63369, -6.72882]], "forces_ev_per_angstrom": [[-0.0285, -0.4800, -0.0181], [-0.1645, 1.2270, 0.3060], [0.7980, -1.3984, 0.2111], [-0.1448, 0.2327, -0.2099], [-0.2189, 0.6387, 1.0158], [-0.3910, -0.4000, 0.0905], [0.2505, 0.2832, 0.0180], [0.3842, 0.1732, -0.9469], [-0.5370, -0.4774, 0.1641], [0.0989, 0.4897, -0.0368], [0.2349, -1.4360, 0.0677], [-0.5628, 0.4507, -0.7323], [0.3340, 0.3044, -0.2104], [-0.1039, 0.2121, 0.0166], [0.1844, 0.0768, 0.2620], [-0.0287, -0.0269, 0.0695], [-0.0761, 0.0755, 0.1926], [0.0210, 0.1660, -0.1192], [-0.0503, -0.0647, 0.1169], [0.0490, 0.0633, -0.1295], [0.0041, -0.0466, 0.0040], [-0.0006, 0.0045, -0.0012], [0.0165, 0.0521, -0.0230], [0.0467, -0.1051, 0.0496], [-0.0267, 0.0115, 0.0571], [0.0005, 0.0197, -0.0153], [-0.1029, -0.0234, 0.0107], [-0.0174, 0.0324, -0.0358], [0.1345, 0.0744, -0.1341], [-0.1284, -0.0679, -0.0172], [0.1684, 0.0354, 0.0041], [0.0634, -0.0810, -0.0047], [-0.0148, 0.0288, -0.0011], [0.0337, 0.0184, 0.0243], [-0.1423, -0.1026, -0.0291], [-0.0634, -0.0046, -0.0376], [-0.0044, 0.0478, 0.0060], [0.0143, 0.0456, -0.0232], [0.0615, 0.0007, 0.0088], [-0.1095, -0.0722, 0.0293], [0.0424, 0.0828, -0.0559], [-0.0005, -0.1067, 0.0434], [-0.0496, 0.0049, -0.0107], [0.0049, -0.0024, 0.0101], [-0.0082, 0.0341, 0.0012], [0.0427, 0.0584, 0.0555], [-0.0106, 0.0498, -0.0309], [0.0176, 0.0069, -0.0084], [0.0805, 0.0092, -0.0185], [-0.0079, 0.0268, -0.0196], [-0.1600, -0.0396, 0.0603], [0.1262, -0.0161, -0.0652], [-0.1456, -0.0155, 0.0363], [0.0077, -0.0183, 0.0208], [-0.0028, -0.0006, 0.0008], [-0.0177, -0.0152, 0.0090], [0.0620, -0.0198, 0.0119], [0.0404, 0.0343, -0.0398], [-0.0238, 0.0085, -0.0010], [-0.0594, 0.0254, -0.0227], [-0.0289, -0.0629, -0.0085], [0.1172, -0.0603, 0.0635], [-0.1106, 0.0553, -0.0519], [0.1143, -0.0532, 0.0549], [0.0057, 0.0286, 0.0008], [0.0033, -0.0036, -0.0032], [0.0572, -0.0031, -0.0127], [-0.0293, 0.0614, -0.0233], [-0.0589, -0.0142, -0.0208], [0.0118, -0.0195, 0.0122], [-0.0646, 0.0320, -0.0307], [-0.0152, -0.0295, -0.0034], [0.1379, -0.0492, 0.0614], [-0.1466, 0.0513, -0.0526], [0.1310, -0.0639, 0.0653], [0.0068, 0.0254, -0.0058], [0.0023, -0.0009, 0.0018], [0.0244, 0.0023, 0.0053], [-0.0268, 0.0545, -0.0195], [-0.0625, -0.0152, -0.0216], [0.0120, -0.0200, 0.0128]]}